a | Entry from the Open Molecules 2025 dataset: a single C3H6N2 molecule (the ωB97M-V functional and the def2-TZVPD basis).

Calculated values
Kohn-Sham gap	10.20	eV
SMILES	[H]/N=C/NC=C
HOMO level	-9.12	eV

Structure (ORCA input):
```
! RIJCOSX wB97M-V def2-TZVPD def2/J DEFGRID3
* xyz 0 1
H -0.9096 1.8403 -1.7309
N -0.5517 1.2599 -0.9773
C -1.1234 0.1398 -0.8506
N -0.7712 -0.6469 0.2071
C 0.2869 -0.0658 0.9527
C 1.5611 -0.3527 0.7791
H -1.9157 -0.2771 -1.4857
H -0.7472 -1.6460 0.0570
H -0.0439 0.7245 1.6128
H 2.3298 0.1342 1.3519
H 1.8850 -1.1103 0.0838
*
```

Need the natural (NBO) charges? In units of e they are: number 1, H, carries 0.349; number 2, N, carries -0.714; number 3, C, carries 0.276; number 4, N, carries -0.640; number 5, C, carries 0.003; number 6, C, carries -0.416; number 7, H, carries 0.155; number 8, H, carries 0.392; number 9, H, carries 0.200; number 10, H, carries 0.205; number 11, H, carries 0.190

b | Entry from the Open Molecules 2025 dataset: a single C3H6N2 molecule (the ωB97M-V functional and the def2-TZVPD basis).

Calculated values
Kohn-Sham gap	9.84	eV
SMILES	C=C=NNC
HOMO level	-8.75	eV

Structure (ORCA input):
```
! RIJCOSX wB97M-V def2-TZVPD def2/J DEFGRID3
* xyz 0 1
C -1.6520 1.8063 -0.1914
C -1.1829 0.6233 0.1095
N -0.8402 -0.5248 0.3946
N 0.5164 -0.6901 0.8465
C 1.3969 -0.9964 -0.2816
H -2.0901 2.4200 0.5886
H -1.6139 2.1761 -1.2094
H 0.4534 -1.5304 1.4119
H 1.0478 -1.8383 -0.8978
H 2.3843 -1.2343 0.1253
H 1.5082 -0.1161 -0.9200
*
```

Need the natural (NBO) charges? In units of e they are: number 1, C, carries -0.603; number 2, C, carries 0.392; number 3, N, carries -0.320; number 4, N, carries -0.457; number 5, C, carries -0.427; number 6, H, carries 0.242; number 7, H, carries 0.239; number 8, H, carries 0.351; number 9, H, carries 0.179; number 10, H, carries 0.208; number 11, H, carries 0.197

c | Entry from the Open Molecules 2025 dataset: C3H6N2 as an isolated structure (the ωB97M-V functional and the def2-TZVPD basis).

Calculated values
Kohn-Sham gap (alpha / beta)	7.76 / 7.76	eV
HOMO level (alpha / beta)	-7.50 / -7.50	eV

Structure (ORCA input):
```
! RIJCOSX wB97M-V def2-TZVPD def2/J DEFGRID3
* xyz 0 1
C 1.9213 -0.0967 0.3062
C -1.7321 -0.0142 0.3762
C 0.5433 0.0179 -0.2240
N -0.4791 -0.0727 0.5230
N -2.9050 -0.0622 0.7028
H -3.2162 -0.1480 1.6656
H -0.8396 0.4017 -2.4326
H -0.1205 0.3270 -2.0779
H 2.4482 0.8175 0.0224
H 2.4075 -0.9039 -0.2469
H 1.9723 -0.2666 1.3851
*
```

Need the natural (NBO) charges? In units of e they are: number 1, C, carries -0.729; number 2, C, carries 0.638; number 3, C, carries 0.242; number 4, N, carries -0.519; number 5, N, carries -0.661; number 6, H, carries 0.398; number 7, H, carries -0.087; number 8, H, carries 0.021; number 9, H, carries 0.251; number 10, H, carries 0.251; number 11, H, carries 0.196

d | Entry from the Open Molecules 2025 dataset: a single C3H6N2 molecule (the ωB97M-V functional and the def2-TZVPD basis).

Calculated values
Kohn-Sham gap	10.78	eV
SMILES	CNCC#N
HOMO level	-9.92	eV

Structure (ORCA input):
```
! RIJCOSX wB97M-V def2-TZVPD def2/J DEFGRID3
* xyz 0 1
C 1.4339 -0.2955 0.0056
N 0.1770 -0.4461 0.7204
C -0.9575 -0.2785 -0.1790
C -1.5664 1.1732 -0.2804
N -1.9778 2.2463 -0.5189
H 1.6073 -1.3063 -0.4474
H 1.6245 0.5441 -0.6861
H 2.2777 -0.3595 0.6596
H 0.0417 0.2077 1.4658
H -1.6695 -0.7764 0.3887
H -0.9907 -0.7090 -1.1283
*
```

Need the natural (NBO) charges? In units of e they are: number 1, C, carries -0.446; number 2, N, carries -0.592; number 3, C, carries -0.293; number 4, C, carries 0.237; number 5, N, carries -0.336; number 6, H, carries 0.199; number 7, H, carries 0.189; number 8, H, carries 0.210; number 9, H, carries 0.367; number 10, H, carries 0.230; number 11, H, carries 0.237

Energy above the most stable structure, in kcal/mol: a 0.0; b 33.1; c 84.3; d 8.8

a | Entry from the Open Molecules 2025 dataset: C27H31F5Ge2ORhS3 as an isolated structure (the ωB97M-V functional and the def2-TZVPD basis).

Calculated values
<S²>	0.759
Kohn-Sham gap (alpha / beta)	6.59 / 5.95	eV
HOMO level (alpha / beta)	-14.14 / -14.13	eV

Structure (ORCA input):
```
! RIJCOSX wB97M-V def2-TZVPD def2/J DEFGRID3
* xyz 2 2
Rh 0.4739 1.0543 1.4349
C -2.0189 1.9398 3.7468
C -0.7146 1.8378 4.5306
S 0.8704 1.4940 3.6635
C 1.6866 3.1128 3.5400
C 0.9397 4.0651 2.6329
S 0.5511 3.2350 1.0324
C -1.0768 3.9544 0.6317
C -2.3010 3.3470 1.2913
S -2.4290 3.5822 3.0829
H -2.8088 1.7021 4.4610
H -2.0832 1.1938 2.9533
H -0.7689 1.0106 5.2392
H -0.5221 2.7447 5.1058
H 2.6713 2.8755 3.1353
H 1.8209 3.5290 4.5384
H 1.5511 4.9320 2.3827
H -0.0072 4.3867 3.0613
H -1.1462 3.9077 -0.4554
H -0.9318 5.0026 0.9056
H -2.3465 2.2832 1.0852
H -3.1807 3.7961 0.8288
C 2.5514 -3.7483 1.4371
Ge 3.4476 -2.0745 1.8695
C 3.1544 -1.6344 3.7484
C 5.3370 -2.0200 1.3522
Ge 2.5557 -0.3169 0.3604
C 2.1137 -0.7193 -1.4552
C 2.7533 -1.8594 -1.9546
C 2.6878 -2.1551 -3.3080
C 1.9492 -1.3405 -4.1551
C 1.2781 -0.2283 -3.6572
C 1.3628 0.0867 -2.3120
C 3.4302 1.3948 0.5393
C 4.2693 1.5470 1.6544
C 5.0942 2.6553 1.7756
C 5.0672 3.6355 0.7904
C 4.2299 3.5035 -0.3163
C 3.4151 2.3943 -0.4420
H 2.8691 -4.5043 2.1563
H 2.7944 -4.1099 0.4395
H 1.4707 -3.6459 1.5193
H 3.5600 -2.4548 4.3423
H 2.0916 -1.5541 3.9765
H 3.6545 -0.7189 4.0616
H 5.8260 -2.8764 1.8195
H 5.8241 -1.1148 1.7111
H 5.4783 -2.0973 0.2749
H 3.3094 -2.5200 -1.2977
H 3.1966 -3.0263 -3.6973
H 1.8844 -1.5785 -5.2082
H 0.6917 0.3902 -4.3232
H 0.8275 0.9498 -1.9300
H 4.2950 0.7847 2.4269
H 5.7585 2.7509 2.6243
H 5.7124 4.5004 0.8734
H 4.2314 4.2630 -1.0868
H 2.7919 2.2861 -1.3211
F -3.1423 -4.3563 0.5532
C -2.6325 -3.1406 0.4725
C -3.2118 -2.1945 -0.3651
F -4.2721 -2.5275 -1.0770
C -2.6966 -0.9115 -0.4535
F -3.2679 -0.0159 -1.2483
C -1.5740 -0.5469 0.2903
O -1.0614 0.6796 0.2421
C -1.0306 -1.5226 1.1107
F 0.0800 -1.1295 1.8573
C -1.5239 -2.8031 1.2299
F -0.9584 -3.6794 2.0502
*
```

Need the natural (NBO) charges? In units of e they are: number 1, Rh, carries 0.574; number 2, C, carries -0.559; number 3, C, carries -0.530; number 4, S, carries 0.420; number 5, C, carries -0.549; number 6, C, carries -0.554; number 7, S, carries 0.516; number 8, C, carries -0.527; number 9, C, carries -0.564; number 10, S, carries 0.238; number 11, H, carries 0.266; number 12, H, carries 0.230; number 13, H, carries 0.260; number 14, H, carries 0.256; number 15, H, carries 0.262; number 16, H, carries 0.272; number 17, H, carries 0.264; number 18, H, carries 0.267; number 19, H, carries 0.264; number 20, H, carries 0.255; number 21, H, carries 0.254; number 22, H, carries 0.266; number 23, C, carries -1.066; number 24, Ge, carries 1.236; number 25, C, carries -1.066; number 26, C, carries -1.058; number 27, Ge, carries 1.171; number 28, C, carries -0.540; number 29, C, carries -0.183; number 30, C, carries -0.194; number 31, C, carries -0.168; number 32, C, carries -0.138; number 33, C, carries -0.215; number 34, C, carries -0.465; number 35, C, carries -0.230; number 36, C, carries -0.219; number 37, C, carries -0.142; number 38, C, carries -0.207; number 39, C, carries -0.197; number 40, H, carries 0.262; number 41, H, carries 0.248; number 42, H, carries 0.242; number 43, H, carries 0.264; number 44, H, carries 0.238; number 45, H, carries 0.234; number 46, H, carries 0.264; number 47, H, carries 0.244; number 48, H, carries 0.248; number 49, H, carries 0.215; number 50, H, carries 0.241; number 51, H, carries 0.241; number 52, H, carries 0.228; number 53, H, carries 0.211; number 54, H, carries 0.218; number 55, H, carries 0.242; number 56, H, carries 0.244; number 57, H, carries 0.243; number 58, H, carries 0.230; number 59, F, carries -0.253; number 60, C, carries 0.292; number 61, C, carries 0.294; number 62, F, carries -0.254; number 63, C, carries 0.348; number 64, F, carries -0.277; number 65, C, carries 0.143; number 66, O, carries -0.696; number 67, C, carries 0.267; number 68, F, carries -0.333; number 69, C, carries 0.285; number 70, F, carries -0.270

b | Entry from the Open Molecules 2025 dataset: C27H31F5Ge2ORhS3 as an isolated structure (the ωB97M-V functional and the def2-TZVPD basis).

Calculated values
<S²>	0.755
Kohn-Sham gap (alpha / beta)	6.82 / 6.90	eV
HOMO level (alpha / beta)	-13.92 / -13.99	eV

Structure (ORCA input):
```
! RIJCOSX wB97M-V def2-TZVPD def2/J DEFGRID3
* xyz 2 2
Rh 1.0647 0.3930 -1.0811
C 3.9368 0.6994 -2.8377
C 3.9883 1.7911 -1.7880
S 2.3481 2.3982 -1.3081
C 1.5938 3.0040 -2.8706
C 0.9638 2.0268 -3.8444
S -0.0557 0.6863 -3.1005
C 0.4989 -0.7549 -4.0507
C 1.9991 -0.9620 -4.0225
S 2.7085 -0.5749 -2.3830
H 4.9037 0.2039 -2.9260
H 3.6792 1.1094 -3.8113
H 4.5792 2.6367 -2.1408
H 4.4385 1.4407 -0.8586
H 2.3636 3.5700 -3.3997
H 0.8499 3.7227 -2.5212
H 1.7107 1.5516 -4.4731
H 0.3014 2.5935 -4.5003
H 0.1310 -0.6743 -5.0743
H -0.0112 -1.5918 -3.5750
H 2.5090 -0.3446 -4.7586
H 2.2502 -2.0004 -4.2372
C -3.7049 -2.8818 1.4990
Ge -3.0710 -1.1185 0.9419
C -3.8470 0.3448 1.9967
C -3.3401 -0.8035 -0.9858
Ge -0.6610 -1.1250 1.3699
C -0.0807 -0.9655 3.2103
C 1.2161 -0.6374 3.6019
C 1.5602 -0.5824 4.9403
C 0.6144 -0.8805 5.9120
C -0.6780 -1.2159 5.5404
C -1.0208 -1.2465 4.1979
C 0.6259 -1.9687 0.1414
C 0.1768 -2.5380 -1.0595
C 0.9711 -3.4188 -1.7777
C 2.2368 -3.7495 -1.3062
C 2.7053 -3.1922 -0.1286
C 1.9135 -2.3031 0.5812
H -4.7837 -2.9460 1.3568
H -3.4952 -3.0714 2.5509
H -3.2370 -3.6678 0.9072
H -4.9320 0.2466 1.9489
H -3.5794 1.3160 1.5848
H -3.5455 0.3120 3.0425
H -4.3909 -0.5552 -1.1374
H -3.1152 -1.6832 -1.5882
H -2.7470 0.0409 -1.3472
H 1.9681 -0.3814 2.8642
H 2.5651 -0.3084 5.2322
H 0.8870 -0.8455 6.9581
H -1.4179 -1.4445 6.2953
H -2.0434 -1.4885 3.9265
H -0.8319 -2.3272 -1.4036
H 0.5928 -3.8851 -2.6797
H 2.8478 -4.4602 -1.8482
H 3.6806 -3.4697 0.2490
H 2.2696 -1.9336 1.5348
F -2.8862 5.4875 1.5618
C -2.2612 4.3590 1.3125
C -2.0841 3.9302 0.0097
F -2.5409 4.6595 -0.9947
C -1.4268 2.7382 -0.2445
F -1.2931 2.3836 -1.5328
C -0.9096 1.9208 0.7657
O -0.2746 0.7606 0.4658
C -1.0922 2.3979 2.0641
F -0.6258 1.7144 3.0981
C -1.7594 3.5845 2.3413
F -1.9058 3.9743 3.5938
*
```

Need the natural (NBO) charges? In units of e they are: number 1, Rh, carries 0.571; number 2, C, carries -0.538; number 3, C, carries -0.552; number 4, S, carries 0.422; number 5, C, carries -0.553; number 6, C, carries -0.548; number 7, S, carries 0.443; number 8, C, carries -0.560; number 9, C, carries -0.544; number 10, S, carries 0.481; number 11, H, carries 0.271; number 12, H, carries 0.230; number 13, H, carries 0.270; number 14, H, carries 0.261; number 15, H, carries 0.263; number 16, H, carries 0.268; number 17, H, carries 0.223; number 18, H, carries 0.274; number 19, H, carries 0.269; number 20, H, carries 0.255; number 21, H, carries 0.242; number 22, H, carries 0.270; number 23, C, carries -1.063; number 24, Ge, carries 1.195; number 25, C, carries -1.056; number 26, C, carries -1.063; number 27, Ge, carries 1.342; number 28, C, carries -0.428; number 29, C, carries -0.234; number 30, C, carries -0.187; number 31, C, carries -0.162; number 32, C, carries -0.198; number 33, C, carries -0.208; number 34, C, carries -0.502; number 35, C, carries -0.235; number 36, C, carries -0.235; number 37, C, carries -0.159; number 38, C, carries -0.202; number 39, C, carries -0.204; number 40, H, carries 0.257; number 41, H, carries 0.246; number 42, H, carries 0.241; number 43, H, carries 0.258; number 44, H, carries 0.234; number 45, H, carries 0.248; number 46, H, carries 0.259; number 47, H, carries 0.232; number 48, H, carries 0.229; number 49, H, carries 0.197; number 50, H, carries 0.231; number 51, H, carries 0.237; number 52, H, carries 0.237; number 53, H, carries 0.210; number 54, H, carries 0.227; number 55, H, carries 0.236; number 56, H, carries 0.243; number 57, H, carries 0.244; number 58, H, carries 0.235; number 59, F, carries -0.254; number 60, C, carries 0.292; number 61, C, carries 0.286; number 62, F, carries -0.269; number 63, C, carries 0.255; number 64, F, carries -0.322; number 65, C, carries 0.210; number 66, O, carries -0.852; number 67, C, carries 0.282; number 68, F, carries -0.285; number 69, C, carries 0.297; number 70, F, carries -0.260

Energy above the most stable structure, in kcal/mol: a 51.5; b 0.0